17
Properties=species:S:1:pos:R:3:mulliken_charge:R:1 method="wB97M-V/def2-TZVPD" homo_ev=-13.90 total_charge=+1 energy_ha=-288.9149 de_lowest_kcal_mol=105.4
H 1.290 -1.535 1.588 0.37
C 0.386 0.298 -1.470 -0.22
H -0.723 -2.454 -0.194 0.38
C -1.477 2.222 -1.123 0.20
H -1.941 -1.283 -0.565 0.39
H -1.587 3.339 -0.903 0.31
C 0.202 -0.598 -0.386 0.60
C 1.278 -0.667 1.024 -0.74
H 0.276 -0.106 -2.539 0.33
H -1.217 -1.275 1.012 0.34
H 1.100 1.295 1.661 0.22
H -0.036 0.210 2.322 0.21
H 2.167 -0.390 0.718 0.46
N 0.643 0.417 1.611 -0.30
H 1.423 0.701 -1.503 0.29
C -1.004 -1.436 -0.062 -1.18
C -0.779 1.260 -1.190 -0.65

---

18
Properties=species:S:1:pos:R:3:mulliken_charge:R:1 method="wB97M-V/def2-TZVPD" homo_ev=-8.36 energy_ha=-343.9638 smiles="C#CN(C)C=C.C=N" de_lowest_kcal_mol=108.5
H -3.918 0.411 -0.836 0.49
C -2.938 0.141 -0.568 -0.19
H 1.719 -1.702 0.882 0.26
H 0.280 -2.093 -1.028 0.41
H -0.272 -0.858 -2.199 0.37
C 0.510 1.834 -0.338 -0.27
C 0.032 -0.450 1.167 -0.21
H -0.635 0.022 1.880 0.37
H 1.932 1.651 1.010 0.24
H 0.346 1.953 -1.395 0.30
C 0.989 -1.290 1.559 -0.73
H 1.264 -0.618 -1.307 0.39
C -1.787 -0.121 -0.364 -0.27
H 1.203 -1.388 2.609 0.28
N -0.457 -0.282 -0.194 0.11
N 1.663 1.387 0.066 -0.57
C 0.243 -1.015 -1.250 -1.26
H -0.173 2.417 0.308 0.27

---

18
Properties=species:S:1:pos:R:3:mulliken_charge:R:1 method="wB97M-V/def2-TZVPD" homo_ev=-8.29 energy_ha=-343.8355 smiles="N[C@H]1[C@@H]2C=CCN[C@@H]12" de_lowest_kcal_mol=189.0
N -1.004 0.101 1.330 -0.58
N 2.219 1.070 1.353 -0.67
C 1.421 0.781 0.158 0.21
C -1.128 -0.932 -1.184 -0.39
H 1.630 2.039 1.833 0.30
H -2.725 -0.030 -0.171 0.31
H -0.406 1.009 -0.580 0.28
C -0.026 0.589 0.297 -0.32
H -1.896 -1.371 -1.739 0.45
H 0.800 -1.511 0.531 0.24
C 0.259 -1.189 -1.551 -0.75
H -1.409 1.026 1.480 0.30
C 0.848 -0.665 -0.201 -0.27
H 0.767 -1.491 -2.439 0.41
H 1.548 1.433 -0.742 0.24
C -1.770 -0.642 0.025 -0.33
H 3.295 1.519 1.318 0.29
H -2.424 -1.738 0.284 0.28

---

18
Properties=species:S:1:pos:R:3:mulliken_charge:R:1 method="wB97M-V/def2-TZVPD" homo_ev=-8.71 energy_ha=-344.0331 de_lowest_kcal_mol=65.0
H 0.272 1.668 2.134 0.38
C 1.439 -0.565 -0.741 -0.08
H 1.456 1.253 -1.415 0.27
C -0.069 1.756 1.104 -1.25
H -1.780 1.002 -0.816 0.41
H 1.740 -1.598 -0.902 0.40
H -2.031 -1.165 -1.926 0.33
C -1.660 -1.182 -0.903 -1.12
H 1.940 -1.694 1.776 0.27
C -0.264 0.406 0.481 0.26
C 0.796 -0.537 0.767 0.57
H -2.480 -1.501 -0.262 0.29
C -1.157 0.168 -0.512 -0.32
H -0.871 -1.930 -0.819 0.28
N 1.129 -1.074 1.847 -0.69
H 0.679 2.347 0.569 0.24
N 1.865 0.325 -1.517 -0.63
H -1.002 2.321 1.135 0.38

---

18
Properties=species:S:1:pos:R:3:mulliken_charge:R:1 method="wB97M-V/def2-TZVPD" homo_ev=-7.97 energy_ha=-344.0112 smiles="CN=C=C(C)C.C#N" de_lowest_kcal_mol=78.8
N -0.596 -1.079 -0.414 -0.30
H 2.135 -0.609 -1.268 0.31
C -1.006 -2.437 -0.143 -0.76
N -4.546 0.467 0.642 -0.34
C 1.248 1.696 1.090 -1.27
H -2.061 -2.543 0.023 0.27
H 2.545 1.102 -1.552 0.28
H -3.529 1.657 -0.831 0.28
H 3.276 0.331 -0.255 0.37
C 2.419 0.364 -0.807 -1.22
C 1.216 0.515 0.076 0.26
H 0.781 2.486 0.641 0.31
C 0.310 -0.385 -0.020 0.46
H -0.759 -3.087 -1.128 0.26
H 2.329 1.900 1.379 0.32
C -3.905 1.036 -0.092 0.07
H -0.541 -2.858 0.690 0.34
H 0.685 1.444 1.969 0.37

---

18
Properties=species:S:1:pos:R:3:mulliken_charge:R:1 method="wB97M-V/def2-TZVPD" homo_ev=-8.81 energy_ha=-343.9855 smiles="N=C=CC1CC1.C=N" de_lowest_kcal_mol=94.9
H -1.877 2.154 0.794 0.26
H 0.675 1.684 -0.929 0.24
H 2.908 -1.965 1.896 0.24
H -2.202 1.113 -1.857 0.33
H -0.945 -0.978 -0.738 0.45
N -1.042 -0.314 2.604 -0.56
H 0.398 -0.551 -1.818 0.22
H 1.049 -2.466 2.065 0.30
H -0.633 1.321 -2.737 0.33
C -0.969 0.490 1.655 0.49
N 1.729 -1.277 0.449 -0.50
C -0.317 1.122 -0.689 0.56
C 1.835 -1.923 1.544 -0.35
H 0.775 -1.286 0.194 0.26
C -0.483 -0.196 -1.296 -0.91
C -0.987 1.388 0.662 -0.77
C -1.175 1.018 -1.936 -0.89
H -0.383 -0.293 3.333 0.29

---

Repeat the fourth record exactly.
18
Properties=species:S:1:pos:R:3:mulliken_charge:R:1 method="wB97M-V/def2-TZVPD" homo_ev=-8.71 energy_ha=-344.0331 de_lowest_kcal_mol=65.0
H 0.272 1.668 2.134 0.38
C 1.439 -0.565 -0.741 -0.08
H 1.456 1.253 -1.415 0.27
C -0.069 1.756 1.104 -1.25
H -1.780 1.002 -0.816 0.41
H 1.740 -1.598 -0.902 0.40
H -2.031 -1.165 -1.926 0.33
C -1.660 -1.182 -0.903 -1.12
H 1.940 -1.694 1.776 0.27
C -0.264 0.406 0.481 0.26
C 0.796 -0.537 0.767 0.57
H -2.480 -1.501 -0.262 0.29
C -1.157 0.168 -0.512 -0.32
H -0.871 -1.930 -0.819 0.28
N 1.129 -1.074 1.847 -0.69
H 0.679 2.347 0.569 0.24
N 1.865 0.325 -1.517 -0.63
H -1.002 2.321 1.135 0.38